{
  "formula": "C3H11N2S",
  "method": "wB97M-V/def2-TZVPD",
  "species": ["S", "N", "N", "C", "C", "C", "H", "H", "H", "H", "H", "H", "H", "H", "H", "H", "H"],
  "coordinates": [[0.259, 1.048, 0.882], [-1.817, 3.868, 0.917], [0.454, -0.335, -1.840], [-0.115, -1.342, -0.981], [1.244, -2.917, 0.443], [0.831, -1.729, 0.143], [0.005, -0.306, -2.747], [1.137, -3.752, -0.252], [1.831, -3.257, 1.290], [0.410, 0.595, -1.449], [1.073, -0.829, 0.810], [-1.046, -1.029, -0.482], [0.457, 1.127, 2.212], [-1.711, 3.252, 0.111], [-1.069, 4.554, 0.862], [-1.636, 3.243, 1.702], [-0.306, -2.191, -1.621]],
  "total_energy_ev": -17092.279,
  "mol_weight_g_mol": 107.20,
  "e_homo_ha": -0.5142,
  "total_charge": 1,
  "e_lumo_ev": -9.29
}